Computed, not measured: the molecule C5H5N3 in a non-equilibrium geometry, with ωB97M-V with the def2-TZVPD basis set.

Structure (SMILES): C#Cc1cnn(N)c1
ΔE to the lowest compared entry with this formula, charge and spin, kcal per mole: 118.0
DFT total energy, Eh: -357.5846
Strongest force on any atom, eV/A: 6.685
Gap between HOMO and LUMO, eV: 9.6

Geometry as ORCA input:
```
! wB97M-V def2-TZVPD RIJCOSX def2/J DEFGRID3
* xyz 0 1
N 0.264 -0.922 -1.055
N 0.766 -1.310 0.093
N 0.313 -1.508 -2.262
C -0.526 0.446 0.553
C -0.744 1.745 1.117
C 0.242 -0.552 1.111
C -0.890 2.579 2.033
C -0.404 0.279 -0.863
H -0.778 1.015 -1.549
H 0.795 -0.781 2.117
H 0.144 -2.559 -2.157
H 1.436 -1.656 -2.286
H -0.618 3.224 3.149
*
```

Atomic charges from the Mulliken analysis, expressed in e, are listed below: N 0.9348; N -0.8844; N -0.8534; C 0.1914; C -0.4732; C -0.0769; C -0.1778; C -0.3466; H 0.4175; H 0.3604; H 0.3196; H 0.3078; H 0.2810


Computed, not measured: the molecule C2H3ClSi in a non-equilibrium geometry, with ωB97M-V with the def2-TZVPD basis set.

ΔE to the lowest compared entry with this formula, charge and spin, kcal per mole: 132.5
DFT total energy, Eh: -827.4515
Strongest force on any atom, eV/A: 5.013
Gap between HOMO and LUMO, eV: 7.7

Geometry as ORCA input:
```
! wB97M-V def2-TZVPD RIJCOSX def2/J DEFGRID3
* xyz 0 1
Cl 2.163 0.503 1.117
Si -0.802 0.596 -0.234
C 1.535 -1.005 0.835
C 0.189 -0.874 -0.442
H -0.368 -1.798 -0.801
H -2.176 0.571 -0.771
H -0.541 2.007 0.296
*
```

Atomic charges from the Mulliken analysis, expressed in e, are listed below: Cl -0.0411; Si 0.3463; C -0.0675; C -0.3994; H 0.2888; H -0.0749; H -0.0521


Computed, not measured: the molecule C4H8N2OS in a non-equilibrium geometry, with ωB97M-V with the def2-TZVPD basis set.

Structure (SMILES): C1=N\CCOCSN/1
ΔE to the lowest compared entry with this formula, charge and spin, kcal per mole: 40.0
DFT total energy, Eh: -740.0983
Strongest force on any atom, eV/A: 1.295
Gap between HOMO and LUMO, eV: 9.8

Geometry as ORCA input:
```
! wB97M-V def2-TZVPD RIJCOSX def2/J DEFGRID3
* xyz 0 1
S 1.596 0.237 0.043
O -0.147 -1.229 1.558
N -1.411 0.203 -1.459
N 0.547 1.374 -0.718
C -0.919 -1.449 0.371
C -0.411 0.936 -1.672
C -1.734 -0.223 -0.120
C 0.676 -0.103 1.571
H -2.785 -0.501 -0.091
H 1.065 2.194 -1.045
H 1.403 -0.304 2.357
H 0.136 0.823 1.809
H -0.273 1.350 -2.691
H -1.612 -2.267 0.691
H -1.603 0.564 0.607
H -0.305 -1.813 -0.442
*
```

Atomic charges from the Mulliken analysis, expressed in e, are listed below: S -0.0424; O -0.4136; N -0.5237; N -0.3351; C -0.5315; C 0.0219; C -0.4205; C -0.4104; H 0.3252; H 0.3123; H 0.3424; H 0.2594; H 0.3293; H 0.3194; H 0.3657; H 0.4017


Computed, not measured: a structure of composition C65H137InN7O9 in a non-equilibrium geometry, with ωB97M-V with the def2-TZVPD basis set.

ΔE to the lowest compared entry with this formula, charge and spin, kcal per mole: 0.0
DFT total energy, Eh: -3808.3151
Strongest force on any atom, eV/A: 6.673
Gap between HOMO and LUMO, eV: 2.9

Geometry as ORCA input:
```
! wB97M-V def2-TZVPD RIJCOSX def2/J DEFGRID3
* xyz 1 1
In -0.498 -5.675 6.285
O 11.970 -0.235 -4.333
O 0.989 -0.589 9.758
O 0.562 -1.392 1.278
O 5.791 -7.278 6.246
O -4.138 9.412 7.216
O -1.161 -5.140 -6.980
O -0.279 0.370 -1.262
O -2.377 3.183 -7.538
O -8.615 -0.840 -3.051
N -0.727 -6.444 -7.065
N 6.056 -7.486 4.886
N -9.492 -1.002 -2.039
N -1.965 4.361 -8.143
N 10.983 0.556 -3.775
N -4.554 9.848 5.967
N -0.174 -0.611 10.532
C 1.245 -0.273 0.775
C -10.690 -1.877 -2.378
C 7.479 -8.047 2.346
C -0.880 6.860 -9.173
C 1.076 -8.166 -7.052
C -3.841 5.537 -7.036
C -10.381 -3.240 -2.957
C 8.937 1.589 -2.236
C -0.779 4.217 -8.981
C 11.445 1.315 -2.546
C 0.739 -2.439 11.852
C 12.638 2.218 -3.025
C 1.375 -0.125 12.567
C -6.626 8.479 5.526
C -1.601 0.595 8.882
C 8.636 1.209 -3.724
C 0.407 -8.787 -8.274
C -0.677 5.503 -9.877
C -2.194 10.069 5.402
C -8.397 0.667 -0.512
C -11.844 -0.853 -0.210
C -1.876 0.273 12.720
C -0.218 1.942 10.495
C -1.569 5.989 -6.225
C -3.286 8.222 4.309
C -1.484 -7.166 -8.172
C 0.504 4.037 -8.169
C 6.503 -9.067 2.974
C -2.434 5.602 -7.427
C 6.505 -5.060 4.516
C -3.008 -7.175 -7.680
C 0.552 0.784 -0.158
C -11.632 -1.339 -3.441
C 6.267 -8.890 4.533
C -0.980 2.986 -9.960
C -10.436 1.374 -1.922
C -6.764 10.593 6.860
C 1.177 -6.244 -5.475
C 9.642 0.197 -4.287
C -2.214 0.654 11.294
C -6.030 9.932 5.680
C -5.394 10.424 3.215
C 11.899 0.340 -1.408
C 1.662 -5.961 -7.915
C 9.726 0.467 -5.829
C 0.726 -6.643 -6.898
C -2.209 6.751 -8.494
C -1.436 -6.526 -9.601
C 4.994 -9.672 4.887
C 7.258 -6.639 2.852
C -0.981 -0.990 12.835
C 0.245 -0.988 11.867
C 10.298 2.267 -2.155
C -1.100 -8.665 -8.319
C 8.591 -6.661 4.996
C -3.933 10.598 3.673
C -1.035 0.622 10.324
C -9.739 0.182 -1.204
C 7.371 -9.488 5.389
C -3.542 9.663 4.882
C -11.559 -2.153 -1.115
C -6.322 10.675 4.348
C 9.165 -1.206 -3.963
C -10.529 -0.238 -0.006
C 7.079 -6.462 4.341
H 0.310 5.439 -10.336
H -1.874 9.343 6.150
H -7.273 10.288 3.982
H 12.351 0.417 -4.925
H 7.356 -10.569 5.246
H -0.776 2.862 10.322
H -2.470 7.713 -8.054
H -10.303 1.272 -2.999
H -0.169 6.980 -8.355
H 1.860 -0.580 13.431
H -0.618 2.192 -9.307
H 9.145 -1.520 -2.919
H 9.075 0.730 -1.579
H 6.298 -6.298 2.464
H -4.032 4.945 -6.141
H 1.200 1.653 -0.275
H -5.484 9.472 2.693
H -5.880 7.798 5.117
H 12.824 3.070 -2.370
H 2.100 0.164 11.806
H -9.947 -3.077 -3.944
H -3.040 6.608 -9.185
H 13.570 1.668 -3.152
H -11.036 -1.135 -4.330
H 4.187 -9.505 4.174
H -0.436 3.127 -10.894
H -3.182 -8.005 -6.995
H -1.416 -9.093 -9.271
H -7.972 -0.056 0.184
H 0.460 3.263 -7.403
H -1.020 0.965 8.037
H 2.155 -8.283 -7.155
H -10.070 2.372 -1.682
H 7.684 0.703 -3.562
H -1.482 -9.288 -7.510
H 12.805 -0.236 -1.594
H 8.037 -5.979 2.470
H -1.636 5.256 -5.421
H -12.475 -2.576 -1.529
H -4.047 7.791 3.659
H -4.113 6.576 -6.852
H -3.601 11.634 3.740
H 1.710 0.287 1.588
H 6.683 -4.425 3.649
H 8.192 2.328 -1.941
H -10.684 0.672 0.575
H 8.676 0.537 -6.113
H 5.576 -8.950 2.413
H 0.939 0.775 13.001
H 9.231 -5.779 5.019
H 1.413 3.703 -8.670
H -12.405 -2.023 -3.792
H -4.492 5.261 -7.865
H 8.623 -7.079 6.001
H -2.485 1.230 8.943
H -12.464 -0.204 -0.829
H -3.318 -6.255 -7.185
H 8.480 -8.346 2.657
H 0.731 -9.827 -8.241
H -9.762 -3.893 -2.342
H -1.438 5.439 -10.655
H 0.412 -6.586 -4.778
H -1.492 1.205 13.137
H -7.550 8.480 4.948
H 5.135 -10.751 4.819
H -11.502 1.497 -1.728
H -9.995 -0.967 0.603
H -2.061 2.981 -10.102
H 0.613 2.133 9.815
H 11.916 0.845 -0.442
H -0.035 -3.059 11.400
H 8.469 2.121 -4.297
H 8.157 -1.444 -4.304
H 11.073 -0.365 -1.322
H -8.381 1.631 -0.003
H -0.957 7.692 -9.872
H 10.178 3.121 -2.822
H 9.241 -7.283 4.380
H 12.425 2.716 -3.971
H -2.000 3.258 -6.658
H -6.350 11.562 7.138
H -2.799 0.130 13.281
H 2.721 -6.179 -7.777
H 0.936 -8.403 -9.146
H -0.082 1.359 0.517
H 10.370 2.601 -1.120
H -3.064 0.162 10.821
H -0.430 -6.358 -9.985
H 1.535 0.078 10.179
H -1.535 -1.924 12.747
H 6.827 -4.532 5.414
H -1.473 10.167 4.590
H 10.161 -0.398 -6.328
H 5.464 -5.123 4.835
H 9.728 -1.912 -4.573
H -12.092 -0.360 -3.306
H -7.794 10.764 6.547
H -3.384 10.300 2.780
H -0.621 -0.986 13.864
H -7.619 0.691 -1.275
H 1.324 -6.116 -8.940
H 6.894 -10.076 2.843
H 8.394 -9.243 5.105
H -1.948 6.925 -5.816
H 1.489 -4.893 -7.785
H -5.714 11.001 2.347
H 7.525 -8.231 1.272
H -6.947 8.100 6.496
H 0.775 -8.730 -6.169
H -3.932 10.248 7.641
H -11.107 -2.837 -0.397
H -12.393 -0.948 0.726
H 2.094 -0.645 0.202
H -9.120 -0.237 -3.602
H 10.138 1.428 -6.136
H 6.653 -7.481 6.618
H -3.129 7.578 5.174
H -2.021 -0.364 8.578
H -2.402 8.082 3.688
H -3.728 -7.371 -8.475
H 7.149 -9.271 6.434
H -2.444 1.719 11.310
H -0.495 6.143 -6.328
H 4.566 -9.604 5.888
H -6.401 11.716 4.659
H 1.605 -2.537 11.196
H -2.101 -7.054 -10.285
H -1.863 -5.541 -9.412
H 2.146 -6.656 -5.194
H -6.957 9.937 7.709
H 0.030 2.095 11.545
H 0.709 5.042 -7.799
H 1.005 -2.785 12.850
H -11.257 -3.871 -3.105
H -0.699 -4.669 -7.677
H 1.177 -5.154 -5.488
H -2.316 11.052 5.855
*
```

Here are the Mulliken charges for atoms 1 to 99, given in e: In 0.9972; O -0.5047; O -0.4425; O -0.4008; O -0.4096; O -0.4778; O -0.4407; O -0.3329; O -0.4750; O -0.4234; N 0.1317; N -0.0896; N 0.0023; N 0.3175; N 0.5312; N 0.4448; N 0.0133; C -0.1247; C 1.5477; C -0.7607; C -0.5336; C -1.1822; C -1.8322; C -1.7492; C -0.9165; C 1.4538; C 1.2181; C -1.9327; C -1.9496; C -1.4147; C -1.6217; C -1.8877; C -1.0619; C -0.7061; C -1.3621; C -2.0125; C -1.8775; C -0.6564; C -0.8192; C -1.8330; C -1.6003; C -1.9269; C 1.2440; C -1.6523; C -1.1292; C 1.4337; C -1.8225; C -1.6496; C -0.2257; C -1.7325; C 1.5716; C -1.7230; C -1.4849; C -1.8564; C -1.8264; C 1.3797; C -1.0833; C 1.2799; C -0.7704; C -1.5561; C -1.6795; C -1.8528; C 1.4203; C -1.3952; C -1.6234; C -1.8202; C -1.5328; C -1.0935; C 1.2601; C -0.9002; C -0.9916; C -1.4562; C -1.2016; C 1.7681; C 1.7625; C -1.8055; C 1.5519; C -1.3514; C -0.9147; C -1.7864; C -1.4217; C 1.8062; H 0.4297; H 0.3909; H 0.3835; H 0.3491; H 0.4968; H 0.4609; H 0.4431; H 0.2253; H 0.2876; H 0.4426; H 0.3693; H 0.3111; H 0.3687; H 0.5331; H 0.3411; H 0.3231; H 0.3241


Computed, not measured: a structure of composition C5H8O in a non-equilibrium geometry, with ωB97M-V with the def2-TZVPD basis set.

ΔE to the lowest compared entry with this formula, charge and spin, kcal per mole: 46.0
DFT total energy, Eh: -270.4847
Strongest force on any atom, eV/A: 1.046
Gap between HOMO and LUMO, eV: 10.6

Geometry as ORCA input:
```
! wB97M-V def2-TZVPD RIJCOSX def2/J DEFGRID3
* xyz 0 1
O -0.535 -1.142 0.944
C -1.093 -0.896 -0.362
C 1.171 -0.259 -0.292
C 0.428 -0.044 1.051
C -0.182 1.193 0.408
C -0.198 0.264 -0.828
H 2.011 0.371 -0.604
H 0.706 1.830 0.474
H -1.080 1.715 0.761
H 0.884 0.069 2.043
H -0.353 0.621 -1.848
H -0.994 -1.749 -1.054
H -2.164 -0.657 -0.285
H 1.398 -1.316 -0.407
*
```

Atomic charges from the Mulliken analysis, expressed in e, are listed below: O -0.4641; C -0.5225; C -0.6164; C -0.1612; C -0.5987; C -0.2841; H 0.2788; H 0.2998; H 0.3152; H 0.4347; H 0.4128; H 0.3016; H 0.3180; H 0.2862


Computed, not measured: a structure of composition C3H6N5O3 in a non-equilibrium geometry, with ωB97M-V with the def2-TZVPD basis set.

ΔE to the lowest compared entry with this formula, charge and spin, kcal per mole: 198.3
DFT total energy, Eh: -616.8326
Strongest force on any atom, eV/A: 3.640
Gap between HOMO and LUMO, eV: 9.3

Geometry as ORCA input:
```
! wB97M-V def2-TZVPD RIJCOSX def2/J DEFGRID3
* xyz 1 1
O 1.975 1.086 -0.405
O 4.019 1.536 0.659
O 3.040 -1.408 -0.577
N 3.548 0.589 0.171
N -0.306 1.168 -0.766
N -0.329 -0.819 0.474
N 3.908 -0.546 -0.041
N 1.863 -1.509 0.079
C -1.035 0.475 0.319
C 0.765 -0.821 -0.226
C 0.854 0.409 -1.087
H 1.257 0.165 -2.021
H -2.134 0.449 -0.017
H 0.076 2.083 -0.706
H 1.863 -1.833 1.058
H -0.973 0.815 1.377
H -0.759 -1.574 1.064
*
```

Atomic charges from the Mulliken analysis, expressed in e, are listed below: O -0.6028; O -0.4461; O -0.0457; N 1.1486; N -0.3658; N -0.2025; N -0.3523; N -0.1749; C -0.4256; C 0.3603; C 0.2083; H 0.4070; H 0.2927; H 0.3108; H 0.2977; H 0.3089; H 0.2815